[1]
Molecular formula: C35H29AsF5N5OS3Tc
Method: DFT, the ωB97M-V functional and the def2-TZVPD basis

Summary:
**E_HOMO (spin up / spin down)**: -5.764 / -5.779 eV
**Multiplicity**: 2
**⟨S²⟩**: 0.758
**Energy above the lowest of the compared OMol25 structures with the same formula, charge and spin**: 0.0000 eV

Structure (XYZ):
```
80
Properties=species:S:1:pos:R:3:forces:R:3
Tc 0.118124 0.228855 0.047584 -0.9 -0.4 1.4
C -0.528987 0.739422 -4.177309 0.1 0.0 -0.2
C -0.017312 0.558326 -2.792777 1.2 0.1 -0.9
N -0.751393 0.438783 -1.759540 -1.0 0.1 0.4
N -2.127152 0.456614 -1.975988 0.3 -0.1 0.4
C -2.792916 0.254953 -0.880836 0.1 0.1 -0.1
N -4.143991 0.283816 -0.985573 -0.3 -0.3 0.0
S -2.154569 -0.043675 0.739202 0.1 -0.1 -0.3
C 1.426571 0.448916 -2.502218 -0.6 0.2 -0.3
C 2.409088 0.636027 -3.454162 0.3 0.1 -0.5
C 3.739551 0.519937 -3.096078 -0.1 0.1 -0.3
C 4.057308 0.212952 -1.782662 0.1 -0.1 0.2
C 3.031172 0.048760 -0.878373 -0.3 0.0 -0.1
N 1.735656 0.157540 -1.231571 0.6 -0.3 0.4
H -1.555793 0.399997 -4.238911 -0.1 0.0 0.0
H 0.085038 0.194636 -4.899961 -0.1 0.1 0.1
H -0.508571 1.806282 -4.416997 0.0 0.0 0.0
H -4.520200 0.195583 -1.917160 0.0 0.0 0.0
H -4.659848 -0.160690 -0.245657 0.0 0.1 0.0
H 2.118620 0.899038 -4.465738 0.1 0.0 0.1
H 4.521516 0.679353 -3.828043 0.0 0.0 0.0
H 5.085001 0.105588 -1.461595 0.0 0.0 0.0
H 3.208550 -0.168171 0.167261 0.0 0.0 0.0
F -7.009464 2.944515 -1.534681 -0.1 0.0 0.0
C -5.694877 3.137485 -1.391124 -0.3 0.0 0.0
C -4.886238 3.293746 -2.490092 0.1 0.0 -0.2
F -5.432429 3.260962 -3.710180 0.0 0.0 -0.1
C -3.521500 3.473903 -2.350672 0.0 0.0 -0.1
F -2.835297 3.611091 -3.482584 0.1 0.0 -0.1
C -2.909251 3.500850 -1.103250 0.2 0.0 0.0
S -1.196639 3.664927 -0.700602 0.0 0.0 0.0
C -3.769237 3.339157 -0.018004 0.1 0.1 0.2
F -3.271336 3.350789 1.232585 0.1 0.0 0.0
C -5.126667 3.165043 -0.141760 0.0 0.1 0.3
F -5.895265 3.003638 0.942483 0.0 0.0 0.1
O 1.101374 -0.608340 1.824099 0.0 0.3 0.2
As 0.538130 -0.164380 3.346060 0.1 -0.2 -0.5
C 0.580655 1.698220 3.718312 0.0 0.3 -0.2
C -0.453543 2.523776 3.273088 0.2 0.1 0.0
C -0.357791 3.894770 3.472437 0.0 -0.1 0.0
C 0.759742 4.426437 4.103162 0.1 0.0 0.0
C 1.797302 3.601375 4.525364 0.0 0.1 0.0
C 1.712631 2.230980 4.330416 -0.2 0.1 0.0
C -1.215313 -0.817307 3.675829 -0.1 -0.1 0.1
C -2.134970 -0.108713 4.441489 -0.1 -0.1 0.0
C -3.385395 -0.664235 4.685436 0.0 0.0 0.0
C -3.699290 -1.916846 4.172371 0.0 0.0 0.0
C -2.769144 -2.623753 3.416421 -0.1 0.0 0.1
C -1.522453 -2.076040 3.164848 -0.2 0.1 0.2
C 1.677686 -1.016253 4.613408 0.1 -0.1 0.1
C 1.470325 -0.830262 5.977976 0.1 -0.1 0.0
C 2.288656 -1.483831 6.886859 0.0 0.0 0.0
C 3.300268 -2.323864 6.429420 0.0 0.0 0.0
C 3.497523 -2.510500 5.066589 0.0 0.0 0.0
C 2.685331 -1.851633 4.149679 0.1 0.0 0.2
H -1.309017 2.116150 2.747605 0.0 0.0 0.0
H -1.148567 4.542910 3.115980 0.0 0.0 0.0
H 0.826936 5.497053 4.262249 0.0 -0.1 0.0
H 2.671574 4.026229 5.005583 -0.1 0.0 0.0
H 2.512226 1.582779 4.662628 0.1 0.0 0.0
H -1.889973 0.870144 4.837164 0.0 0.0 0.0
H -4.115729 -0.114266 5.269047 0.1 -0.1 -0.1
H -4.678673 -2.344240 4.359448 0.1 0.0 0.0
H -3.020485 -3.597435 3.016586 0.0 0.0 0.0
H -0.802715 -2.604919 2.557632 0.1 0.0 -0.1
H 0.674671 -0.183323 6.330366 0.0 0.0 0.0
H 2.139425 -1.341461 7.950317 0.0 0.0 0.0
H 3.936781 -2.836155 7.142442 0.0 0.0 -0.1
H 4.282333 -3.170580 4.715970 0.0 0.0 0.0
H 2.824944 -1.977464 3.084759 0.0 0.0 0.0
S 0.021079 3.752906 -2.344984 0.0 0.1 0.1
C 1.994261 5.349666 0.554578 -0.1 -0.1 -0.1
C 2.652202 4.017175 0.184784 -0.2 -0.1 0.0
C 1.768786 2.850918 0.327394 0.8 1.5 0.2
N 1.086924 1.947668 0.431856 -0.3 -0.9 -0.2
H 2.720163 6.153649 0.420531 0.0 -0.1 0.0
H 1.658749 5.347472 1.591114 0.0 0.0 0.0
H 1.140439 5.533107 -0.100469 0.1 0.0 0.0
H 3.547955 3.833572 0.781194 0.0 0.0 0.0
H 2.933021 4.027061 -0.867944 0.1 0.0 -0.1
```
Forces are in eV/Å.


[2]
Molecular formula: C33H26BF5O2S
Method: DFT, the ωB97M-V functional and the def2-TZVPD basis

Summary:
**E_HOMO**: -7.548 eV
**SMILES string**: Cc1ccc([C@H]2C=CC=C3OB(c4ccc(C(F)(F)F)cc4)O[C@]32C(c2ccc(C)c(F)c2)c2ccc(C)c(F)c2)s1
**Energy above the lowest of the compared OMol25 structures with the same formula, charge and spin**: 2.4632 eV

Structure (XYZ):
```
68
Properties=species:S:1:pos:R:3:forces:R:3
C 0.672777 -3.902938 4.441776 0.0 -0.3 0.8
C 0.322503 -2.555110 3.917936 -1.1 1.2 -0.9
C -0.858678 -2.222500 3.259434 0.5 0.2 0.3
C -0.762733 -1.034721 2.454779 0.4 -0.7 0.3
C 0.519693 -0.419500 2.389874 -0.5 -3.4 0.6
C 1.478091 -0.635138 1.096495 0.4 1.5 1.2
C 2.614172 -1.528082 1.059188 2.5 -1.7 0.1
C 3.621797 -1.256183 0.147469 -0.8 -0.6 2.8
C 3.412146 -0.334789 -0.908180 -1.1 0.9 -1.7
C 2.110267 -0.105011 -1.293099 0.4 -1.1 1.8
O 1.693903 -0.323581 -2.600092 -0.4 0.6 -0.8
B 0.516279 -1.044703 -2.573300 0.3 0.7 5.1
C -0.348799 -2.021260 -3.351579 -0.4 -0.3 -0.6
C 0.070677 -3.343435 -3.531463 -0.1 0.0 -0.4
C -0.803177 -4.266519 -4.105580 0.1 0.0 0.3
C -2.100585 -3.879776 -4.415375 -0.1 -0.2 -0.2
C -3.103261 -4.879978 -4.924104 -0.3 -0.3 -0.2
F -3.950041 -5.263957 -3.912806 0.6 0.2 -1.0
F -3.878426 -4.345017 -5.917124 0.5 -0.6 0.8
F -2.518325 -6.006857 -5.414282 -0.6 0.8 0.3
C -2.548740 -2.589799 -4.176390 0.0 0.4 0.4
C -1.685186 -1.670303 -3.592516 0.1 -0.2 -0.4
O 0.046435 -1.050525 -1.155394 0.3 -0.1 -0.5
C 0.928986 -0.292130 -0.297920 0.3 1.0 -0.5
C 0.267158 1.051610 0.168519 -0.1 1.7 -3.7
C 1.319810 2.129064 0.454573 -0.2 -0.1 -0.1
C 1.915034 2.432476 1.685614 0.0 0.4 -0.2
C 2.769610 3.543573 1.766689 0.2 -0.4 -0.2
C 3.158979 4.249581 0.627195 -0.5 -0.1 -0.2
C 4.140678 5.355992 0.606893 0.5 0.7 0.2
C 2.562738 3.906265 -0.579740 0.1 -0.2 -0.2
F 2.891027 4.617774 -1.707385 -0.2 -0.5 0.7
C 1.670498 2.866310 -0.687373 0.0 0.3 0.2
C -1.093005 1.280312 0.785419 -0.8 0.3 0.0
C -2.222003 0.866645 0.038665 0.3 0.1 0.2
C -3.459802 1.455606 0.251386 0.1 0.1 0.6
C -3.626249 2.412410 1.269314 0.4 0.0 -0.1
C -4.926520 3.077978 1.544869 -0.5 0.4 0.0
C -2.515614 2.753716 2.031079 0.0 -0.1 0.1
F -2.670235 3.700890 3.013261 0.1 -0.6 -0.5
C -1.261722 2.205446 1.826886 0.0 -0.3 -0.3
S 1.362471 -1.167542 3.847312 0.7 -0.7 -1.3
H -0.167574 -4.326579 5.011487 0.3 0.1 0.0
H 0.851644 -4.598510 3.597441 0.0 0.5 0.3
H 1.572961 -3.891151 5.077101 -0.4 0.0 -0.2
H -1.745600 -2.865819 3.331259 0.4 0.4 -0.3
H -1.651966 -0.676245 1.938709 0.5 -0.4 -0.4
H 2.146109 0.220809 1.298420 -0.6 0.4 -0.9
H 2.776936 -2.170949 1.919900 0.2 -0.3 -0.5
H 4.609638 -1.732590 0.246847 -0.7 0.2 -0.1
H 4.241205 0.017667 -1.527001 -0.3 -0.7 -0.2
H 1.062256 -3.663683 -3.198153 -0.3 0.2 -0.3
H -0.476063 -5.286127 -4.295553 -0.1 0.2 0.1
H -3.569705 -2.296313 -4.416520 0.2 -0.2 0.1
H -2.054206 -0.684041 -3.301915 0.2 -0.2 -0.3
H -0.030012 1.376848 -0.854408 0.0 0.1 0.4
H 1.738560 1.815487 2.579187 -0.2 0.5 -0.4
H 3.164686 3.854822 2.734288 0.1 -0.2 -0.2
H 4.703502 5.405162 1.537766 0.0 0.0 0.0
H 4.856394 5.245343 -0.215725 -0.2 0.0 0.1
H 3.640019 6.320614 0.460611 0.1 -0.1 0.0
H 1.246726 2.634569 -1.665968 0.1 0.1 0.3
H -2.097017 0.079363 -0.710785 0.0 0.5 0.1
H -4.316214 1.192992 -0.377426 0.3 0.0 0.3
H -5.705202 2.606435 0.950732 -0.2 0.0 0.1
H -5.194737 3.022754 2.609269 0.0 0.0 -0.3
H -4.909548 4.144018 1.265644 0.1 -0.3 0.2
H -0.425388 2.488848 2.463849 -0.3 0.1 -0.3
```
Forces are in eV/Å.


[3]
Molecular formula: C4H4O2
Method: DFT, the ωB97M-V functional and the def2-TZVPD basis

Summary:
**E_HOMO**: -9.544 eV
**Energy above the lowest of the compared OMol25 structures with the same formula, charge and spin**: 5.5015 eV

Structure (XYZ):
```
10
Properties=species:S:1:pos:R:3:forces:R:3
O -2.037166 -0.793070 -0.249991 0.1 -0.2 0.0
C -1.455274 0.442553 -0.517035 0.0 0.3 -0.3
C -0.013428 0.587039 -0.784361 -0.3 -0.1 0.2
O 0.544760 -0.596582 -0.390586 0.1 0.3 0.2
C 1.704566 -0.387725 0.211546 0.5 0.1 0.4
C 2.623053 -0.123743 0.932834 -0.3 -0.1 -0.3
H -1.331507 -1.386975 0.044615 -0.2 0.0 0.0
H -1.396355 1.098940 0.395737 -0.1 0.0 -0.1
H -2.056174 1.011425 -1.228072 0.0 -0.1 0.0
H 3.417529 0.148140 1.585311 0.1 -0.1 -0.1
```
Forces are in eV/Å.


[4]
Molecular formula: C40H67ClF3N2O13P2
Method: DFT, the ωB97M-V functional and the def2-TZVPD basis

Summary:
**Total charge**: +1
**E_HOMO**: -10.085 eV

Structure (XYZ):
```
128
Properties=species:S:1:pos:R:3:forces:R:3
C -2.118113 -1.535853 5.353907 5.0 -5.5 -6.8
C -1.368792 -2.226439 4.377211 -5.0 4.9 5.7
C -0.629452 -2.945560 3.100174 -2.6 -1.9 3.3
C -1.568954 -3.272806 1.805982 0.5 -1.1 -1.8
C -3.064499 -3.854164 2.133423 -5.4 1.3 4.0
O -3.961119 -3.391547 3.002287 6.0 -2.0 -5.3
N -3.553149 -5.079425 1.326596 -0.4 0.9 2.3
C -4.958405 -5.481957 1.822574 -2.5 -4.2 6.3
O -5.146180 -6.231909 2.930107 1.6 5.5 -8.5
F -6.196312 -5.110317 1.071134 4.9 -0.7 1.9
C -1.544199 -2.103605 0.610217 -1.2 0.3 1.0
C -2.306500 -0.745050 1.110616 0.8 1.4 1.1
C -3.921370 -0.694181 0.988873 -1.2 0.9 0.7
F -4.395488 0.187767 2.124217 1.2 -1.8 -2.3
P -2.629094 -2.731231 -0.883277 0.5 -1.9 0.0
P -3.045679 -1.178142 -2.336656 0.7 2.0 -7.7
O -2.255942 -1.484083 -3.706444 -2.7 0.8 6.0
O -2.646960 0.444011 -1.888696 -2.6 -1.3 -0.1
O -4.756032 -1.159017 -2.806192 2.8 1.6 2.3
C 0.053215 -1.918573 0.259424 -0.6 3.0 -0.6
C 0.288940 -0.849087 -1.005792 -0.3 0.0 -0.4
C 1.850071 -0.591659 -1.397626 0.4 0.6 -1.3
C 2.458063 -1.655860 -2.525475 -1.5 0.3 0.5
Cl 3.906608 -0.817785 -3.321677 -1.0 -1.0 0.9
O 0.817668 -3.069756 -0.122826 -1.1 -1.9 -0.4
C 0.426853 -3.999621 -1.094184 -2.4 -2.8 -7.0
O 0.104824 -3.840754 -2.408570 2.3 0.3 9.0
C 0.403857 -5.616470 -0.645331 1.3 -2.2 1.9
C 1.888532 -6.189917 -0.131083 -3.0 -2.6 0.5
C 2.030117 -7.764471 0.394724 -4.4 2.2 -1.6
C 0.640352 -8.658926 0.361110 -0.2 2.6 -0.7
C -0.825724 -8.111539 -0.144504 3.4 3.3 -0.1
C -0.955928 -6.545117 -0.665770 4.1 -1.1 1.4
C 0.846022 -1.396848 1.661620 2.8 1.4 -3.4
C 0.786792 0.180315 1.953168 -0.1 2.8 0.6
C 0.230584 0.751132 3.379914 0.1 1.3 0.3
C 2.263730 0.968949 1.806586 -0.1 1.0 -0.1
C 2.158242 2.248253 0.734403 0.6 0.2 0.6
C 1.429727 3.569314 1.381281 -0.9 -0.8 0.3
N 0.765034 -2.397344 2.780845 0.0 -2.1 -0.3
C 1.635790 -2.171629 3.993789 2.8 0.1 3.5
C 3.197606 -1.774607 3.708183 0.4 -0.7 -0.5
F 1.735982 -3.474524 4.762230 -0.9 2.6 -2.4
H -2.806530 -1.194817 6.244702 1.9 -0.8 -2.2
H -0.405294 -4.044442 3.529261 -0.4 2.6 -0.8
H -1.022365 -4.202147 1.283819 -1.1 1.8 1.1
H -2.899204 -5.848790 1.662027 -1.2 0.7 -0.8
H -1.895118 0.246172 0.586209 -0.9 -2.5 1.0
H -2.051390 -0.608941 2.247452 -0.7 -0.2 -2.0
H -4.504923 -1.691421 1.123370 1.3 1.9 -0.1
H -4.341547 -0.144383 0.015863 1.2 -1.3 2.2
H -3.960250 -3.128018 -0.398314 1.1 1.0 0.0
H -3.462431 1.050146 -1.882846 1.8 -1.2 0.0
H -5.087464 -0.244720 -2.560730 0.1 -1.6 -0.5
H -0.265956 0.171480 -0.856738 1.1 -2.0 0.0
H -0.205023 -1.311853 -1.990589 0.9 0.6 2.2
H 2.609382 -0.521418 -0.518427 -1.5 -0.2 -1.4
H 1.886779 0.469242 -1.945444 -0.1 -2.4 1.3
H 2.792691 -2.658128 -2.018513 -0.5 2.0 -1.2
H 1.647123 -1.840953 -3.378497 1.9 0.3 2.0
H 2.837990 -5.470128 -0.108852 -2.4 -1.7 -0.2
H 3.056159 -8.206485 0.803510 -2.6 1.1 -1.1
H 0.699269 -9.775199 0.763651 -0.2 2.7 -1.0
H -1.814233 -8.745164 -0.135025 2.4 1.2 0.0
H -1.949571 -6.030405 -1.022807 2.2 -1.3 0.7
H 1.980079 -1.539184 1.284947 -2.6 0.2 0.9
H 0.120399 0.799761 1.174596 1.4 -2.1 1.5
H 0.114181 1.931196 3.215988 0.2 -2.7 0.3
H -0.822511 0.392781 3.715235 2.1 0.4 -0.5
H 1.057520 0.680576 4.239275 -2.0 -0.1 -1.8
H 3.143098 0.262658 1.523988 -1.6 1.1 0.3
H 2.571512 1.482306 2.839865 -0.8 -1.3 -2.1
H 1.550207 1.950983 -0.221601 1.5 0.4 1.7
H 3.273897 2.550039 0.504803 -2.3 -0.7 0.1
H 1.785521 4.595113 0.902942 -0.7 -2.4 1.1
H 1.567143 3.547029 2.557659 -0.1 0.4 -2.5
H 0.263003 3.426485 1.201532 2.4 0.6 0.4
H 1.243859 -3.266838 2.376937 -0.7 1.2 0.2
H 1.235982 -1.411129 4.783376 0.0 -1.6 -1.9
H 3.891676 -2.353275 4.487702 -1.9 1.4 -1.5
H 3.343566 -0.620326 3.829371 -0.3 -2.3 -0.4
H 3.582415 -2.144692 2.640344 -1.0 0.9 2.3
C 3.421806 1.401813 -6.099587 0.2 0.1 0.1
O 4.773874 1.594241 -6.469738 -0.2 -0.1 -0.4
C 5.213164 0.726872 -7.518310 0.1 0.5 0.0
C 6.078177 1.478726 -8.531760 -0.1 0.0 -0.1
O 5.381980 2.441480 -9.334935 0.1 0.0 0.5
C 4.874268 3.601442 -8.663452 0.2 0.2 -0.2
C 5.942872 4.563075 -8.127548 -0.3 -0.4 0.3
O 6.627313 4.000226 -7.009686 0.3 -0.1 -0.4
C 8.031850 4.195134 -7.061903 -0.3 -0.1 0.2
H 3.340958 0.560862 -5.406118 -0.2 0.0 -0.2
H 3.078274 2.309163 -5.597000 0.1 0.0 0.0
H 2.781212 1.238957 -6.971570 0.0 -0.1 0.0
H 4.362225 0.269140 -8.043337 0.1 0.1 0.1
H 5.800177 -0.069378 -7.057806 0.2 -0.2 -0.2
H 6.473629 0.741151 -9.240302 -0.2 0.1 0.0
H 6.950321 1.931986 -8.058051 -0.2 0.0 0.2
H 4.161041 3.320975 -7.890944 0.2 0.0 0.2
H 4.295840 4.144184 -9.419928 0.2 -0.1 -0.1
H 5.456412 5.479748 -7.777076 -0.1 0.1 -0.2
H 6.636631 4.826612 -8.934668 0.0 -0.1 0.1
H 8.430842 3.949434 -8.051851 0.0 0.1 0.0
H 8.495805 3.521909 -6.335811 -0.1 0.1 0.0
H 8.276152 5.228565 -6.799600 0.2 0.0 -0.1
C -4.955239 5.643845 6.938348 -0.2 0.1 -0.2
O -4.831018 5.704226 5.530139 0.6 -0.3 0.1
C -3.495499 5.945131 5.079405 -0.4 -0.4 -0.1
C -3.152999 5.069629 3.872423 0.1 0.1 0.0
O -3.030484 3.667762 4.148890 -0.3 0.2 0.0
C -4.227669 2.972062 4.518920 0.0 -0.2 -0.2
C -5.273483 2.838176 3.404382 0.0 0.4 0.4
O -5.883884 4.095269 3.118029 0.4 -0.1 -0.4
C -6.021391 4.342794 1.727611 -0.2 0.1 0.4
H -5.023237 6.653875 7.350477 0.1 0.0 0.2
H -5.875853 5.103661 7.171933 0.0 0.1 -0.1
H -4.122985 5.101076 7.396597 0.1 0.1 0.0
H -2.762681 5.757536 5.877563 -0.2 0.0 -0.1
H -3.432121 6.997043 4.796338 0.2 0.1 -0.1
H -2.166850 5.380852 3.507617 0.0 -0.1 0.2
H -3.842593 5.239246 3.044070 -0.2 0.0 0.2
H -4.656899 3.394313 5.425336 -0.2 0.2 -0.1
H -3.903580 1.959743 4.786465 0.1 0.0 -0.2
H -6.069455 2.164315 3.739203 0.2 -0.2 0.0
H -4.805394 2.404376 2.512807 0.0 0.2 0.1
H -5.094128 4.117526 1.190027 0.0 -0.1 0.0
H -6.239341 5.405634 1.591349 -0.1 -0.2 0.1
H -6.848394 3.752513 1.322518 0.0 0.0 -0.2
```
Forces are in eV/Å.


[5]
Molecular formula: C4H7FO
Method: DFT, the ωB97M-V functional and the def2-TZVPD basis

Summary:
**E_HOMO**: -10.679 eV
**SMILES string**: C[C@H](F)[C@H]1CO1
**Energy above the lowest of the compared OMol25 structures with the same formula, charge and spin**: 1.8425 eV

Structure (XYZ):
```
13
Properties=species:S:1:pos:R:3:forces:R:3
C 1.778597 -0.742404 -0.049799 -3.9 1.4 1.5
C 0.483308 0.172087 -0.283093 2.4 -0.5 -1.7
F 0.830153 1.506445 -0.013314 0.1 -0.1 0.1
C -0.725785 -0.154297 0.465253 -2.6 0.8 1.7
C -1.894883 0.643545 -0.080978 2.0 -1.1 0.6
O -1.762771 -0.780114 -0.304421 0.3 0.9 0.2
H 1.399132 -1.731985 -0.171278 0.3 -0.9 -0.2
H 2.047965 -0.563949 0.975821 0.0 -0.2 0.8
H 2.634975 -0.496806 -0.562388 1.5 0.5 -1.9
H 0.091462 0.158681 -1.336441 1.0 -0.2 0.6
H -0.748344 -0.292203 1.580728 0.3 -0.4 -1.3
H -1.474442 1.322039 -0.830183 -1.1 -0.2 -0.2
H -2.659364 0.958967 0.610098 -0.2 0.0 -0.2
```
Forces are in eV/Å.


Computed E_tot (eV) in order:
-155392.8395 -63833.4086 -8301.5757 -111381.7163 -9024.4284
Computed strongest force on any atom (eV/A) in order:
1.71 5.14 0.68 10.23 4.39